333
Properties=species:S:1:pos:R:3:lowdin_charge:R:1 method="wB97M-V/def2-TZVPD" total_energy_ha=-5506.0067 total_charge=0 de_lowest_kcal_mol=198.3 molar_mass_g_mol=1745.78 homo_energy_ev=-7.95 gap_ev=8.261
C -0.756 1.701 -0.690 -0.01
C -0.891 0.614 0.446 -0.44
C -2.348 0.173 0.499 -0.18
C -2.651 -1.053 1.311 -0.17
C -1.606 -2.206 1.112 -0.09
C -0.093 -1.685 0.974 -0.47
N 0.061 -0.489 0.169 -0.07
O 1.455 -0.124 0.132 -0.04
C 0.484 -1.670 2.453 -0.02
C 0.672 -2.803 0.253 -0.04
C -0.667 1.305 1.858 -0.03
H -1.501 2.497 -0.698 0.07
H -0.806 1.091 -1.592 0.08
H 0.177 2.216 -0.462 0.07
H -3.010 0.991 0.783 0.11
H -2.761 0.026 -0.498 0.10
H -3.644 -1.412 1.041 0.09
H -2.609 -0.690 2.337 0.10
H -1.806 -2.787 0.212 0.10
H -1.686 -3.041 1.809 0.10
H -0.221 -1.083 3.041 0.06
H 0.505 -2.603 3.017 0.06
H 1.430 -1.131 2.516 0.07
H 1.734 -2.559 0.263 0.08
H 0.424 -3.790 0.643 0.06
H 0.386 -2.688 -0.793 0.08
H -1.075 0.922 2.793 0.07
H -1.003 2.342 1.876 0.07
H 0.371 1.285 2.190 0.07
H 1.596 -0.103 -0.817 0.04
C 6.649 -6.510 -2.976 -0.02
C 5.546 -6.672 -4.029 -0.56
C 4.520 -7.719 -3.740 -0.13
C 3.509 -7.320 -2.618 -0.16
C 2.803 -6.043 -3.094 -0.15
C 3.743 -4.881 -3.516 -0.46
N 4.886 -5.410 -4.399 -0.08
O 5.719 -4.350 -4.980 -0.01
C 2.860 -4.152 -4.505 -0.06
C 4.293 -4.212 -2.300 -0.02
C 6.198 -7.147 -5.269 -0.07
H 6.277 -6.184 -2.005 0.06
H 7.388 -5.766 -3.272 0.09
H 7.251 -7.405 -2.819 0.09
H 3.973 -8.079 -4.611 0.12
H 5.064 -8.533 -3.262 0.12
H 4.014 -7.073 -1.684 0.10
H 2.785 -8.068 -2.295 0.11
H 2.236 -5.838 -2.186 0.11
H 2.062 -6.311 -3.847 0.12
H 3.262 -3.155 -4.682 0.07
H 2.791 -4.731 -5.425 0.09
H 1.785 -4.081 -4.335 0.08
H 5.229 -3.671 -2.439 0.08
H 3.532 -3.482 -2.020 0.07
H 4.279 -4.874 -1.434 0.09
H 6.928 -6.472 -5.715 0.08
H 5.489 -7.325 -6.078 0.09
H 6.784 -8.040 -5.051 0.09
H 5.147 -4.136 -5.721 0.08
C 7.773 -4.318 -0.135 -0.03
C 7.827 -3.017 0.716 -0.47
C 8.458 -3.298 2.130 -0.12
C 10.057 -3.339 2.114 -0.14
C 10.471 -1.917 1.567 -0.14
C 9.932 -1.607 0.145 -0.49
N 8.487 -1.859 0.134 -0.10
O 7.822 -1.576 -1.070 -0.02
C 10.142 -0.085 -0.121 -0.03
C 10.733 -2.445 -0.840 -0.03
C 6.398 -2.645 1.164 -0.04
H 8.689 -4.775 -0.508 0.07
H 7.410 -3.947 -1.093 0.06
H 7.110 -5.117 0.196 0.08
H 8.105 -2.606 2.895 0.11
H 8.278 -4.344 2.376 0.11
H 10.453 -4.128 1.476 0.09
H 10.601 -3.450 3.052 0.10
H 11.538 -1.812 1.764 0.11
H 10.027 -1.225 2.282 0.11
H 9.622 0.270 -1.011 0.07
H 9.687 0.555 0.636 0.07
H 11.209 0.104 -0.230 0.08
H 11.784 -2.358 -0.567 0.08
H 10.538 -3.515 -0.755 0.07
H 10.656 -2.127 -1.880 0.09
H 6.298 -1.669 1.639 0.08
H 6.002 -3.223 1.999 0.08
H 5.599 -2.480 0.442 0.07
H 7.237 -0.842 -0.868 0.06
C -4.103 4.470 0.913 -0.05
C -5.124 4.957 -0.062 -0.50
C -6.466 5.127 0.811 -0.09
C -7.538 6.222 0.324 -0.11
C -6.696 7.514 -0.231 -0.10
C -5.628 7.241 -1.351 -0.50
N -4.726 6.268 -0.608 -0.12
O -3.470 6.146 -1.192 -0.03
C -6.167 6.617 -2.607 -0.03
C -4.875 8.516 -1.718 -0.04
C -5.367 3.943 -1.111 -0.05
H -3.944 5.199 1.707 0.08
H -3.126 4.484 0.431 0.07
H -4.231 3.478 1.347 0.09
H -7.141 4.272 0.779 0.07
H -6.346 5.142 1.894 0.10
H -7.891 6.621 1.275 0.08
H -8.438 5.884 -0.190 0.09
H -6.270 8.087 0.592 0.11
H -7.432 8.225 -0.606 0.10
H -6.994 5.923 -2.456 0.08
H -6.598 7.500 -3.078 0.08
H -5.332 6.188 -3.161 0.09
H -5.582 9.248 -2.109 0.09
H -4.329 9.000 -0.908 0.09
H -4.141 8.155 -2.439 0.08
H -6.346 4.055 -1.578 0.07
H -5.385 2.925 -0.723 0.08
H -4.711 4.001 -1.980 0.07
H -3.021 6.834 -0.696 0.10
C -5.201 1.485 -5.630 -0.02
C -5.175 0.636 -4.331 -0.49
C -6.497 0.817 -3.614 -0.17
C -7.548 -0.165 -4.134 -0.15
C -7.004 -1.569 -3.880 -0.14
C -5.658 -1.900 -4.556 -0.51
N -4.707 -0.778 -4.415 -0.06
O -3.478 -0.969 -5.219 -0.02
C -5.052 -3.040 -3.716 -0.04
C -5.924 -2.317 -6.022 -0.02
C -4.152 1.309 -3.407 -0.04
H -5.763 0.831 -6.297 0.08
H -4.236 1.696 -6.092 0.06
H -5.599 2.498 -5.570 0.07
H -6.333 0.830 -2.537 0.10
H -6.775 1.819 -3.941 0.11
H -7.751 0.108 -5.170 0.11
H -8.417 0.097 -3.531 0.09
H -7.726 -2.325 -4.188 0.12
H -7.021 -1.689 -2.797 0.11
H -5.827 -3.793 -3.569 0.08
H -4.278 -3.616 -4.223 0.08
H -4.713 -2.642 -2.760 0.08
H -6.514 -1.536 -6.502 0.08
H -5.007 -2.648 -6.510 0.08
H -6.589 -3.179 -5.968 0.08
H -4.040 0.776 -2.463 0.08
H -4.254 2.372 -3.189 0.06
H -3.210 1.213 -3.948 0.07
H -2.752 -1.034 -4.594 0.08
C 1.287 -8.787 2.292 -0.03
C 0.397 -7.586 2.208 -0.49
C -1.083 -8.047 2.103 -0.14
C -1.630 -8.465 3.440 -0.17
C -1.525 -7.216 4.386 -0.13
C -0.054 -6.678 4.600 -0.46
N 0.547 -6.618 3.316 -0.12
O 1.627 -5.732 3.216 0.00
C -0.328 -5.185 5.131 -0.03
C 0.663 -7.464 5.694 -0.02
C 0.807 -6.869 0.862 -0.03
H 1.156 -9.090 3.331 0.08
H 2.345 -8.564 2.153 0.09
H 0.909 -9.449 1.512 0.09
H -1.639 -7.155 1.813 0.12
H -1.094 -8.824 1.339 0.12
H -1.045 -9.255 3.911 0.11
H -2.669 -8.775 3.559 0.11
H -1.970 -7.592 5.307 0.11
H -2.141 -6.368 4.085 0.10
H -0.631 -4.483 4.355 0.07
H -1.152 -5.114 5.841 0.08
H 0.536 -4.788 5.664 0.04
H 1.599 -7.942 5.405 0.08
H 1.092 -6.823 6.464 0.07
H 0.061 -8.207 6.218 0.08
H 1.845 -6.544 0.924 0.08
H 0.195 -6.002 0.610 0.07
H 0.835 -7.557 0.017 0.08
H 1.297 -5.022 2.661 0.08
C 1.381 -0.550 -5.867 -0.08
C 1.557 0.903 -5.794 -0.42
C 0.570 1.822 -5.101 -0.21
O 0.960 3.176 -5.221 -0.16
C 0.340 4.083 -4.229 -0.05
N 2.861 0.901 -5.069 0.00
H 1.350 -0.952 -4.854 0.07
H 2.245 -0.955 -6.393 0.09
H 0.385 -0.773 -6.248 0.08
H 1.797 1.334 -6.766 0.14
H 0.316 1.479 -4.098 0.12
H -0.296 1.500 -5.678 0.12
H -0.728 3.888 -4.133 0.06
H 0.438 5.139 -4.482 0.09
H 0.657 3.895 -3.203 0.07
H 3.652 0.562 -5.598 0.07
H 3.236 1.771 -4.720 0.08
C 4.254 4.805 -2.200 -0.04
C 4.018 5.847 -1.016 -0.37
C 2.997 5.315 0.028 -0.20
O 2.609 6.387 0.879 -0.16
C 1.462 6.045 1.616 -0.14
N 5.332 5.844 -0.388 0.02
H 4.371 3.769 -1.882 0.06
H 5.001 5.214 -2.880 0.08
H 3.383 4.663 -2.838 0.05
H 3.874 6.893 -1.286 0.14
H 3.277 4.401 0.551 0.11
H 2.128 5.105 -0.596 0.11
H 1.490 5.086 2.133 0.07
H 0.484 5.967 1.141 0.09
H 1.323 6.713 2.466 0.07
H 5.181 6.221 0.536 0.05
H 5.612 4.873 -0.408 0.05
C 5.105 -0.747 -3.071 -0.05
C 4.179 -0.727 -1.819 -0.34
C 4.400 0.465 -0.817 -0.15
O 5.689 0.465 -0.258 -0.18
C 5.859 1.376 0.748 -0.14
N 2.823 -0.521 -2.339 0.05
H 6.175 -0.835 -2.879 0.07
H 4.984 -0.025 -3.878 0.06
H 5.045 -1.650 -3.678 0.06
H 4.362 -1.743 -1.470 0.09
H 3.629 0.403 -0.049 0.11
H 4.195 1.388 -1.360 0.12
H 5.318 1.103 1.654 0.09
H 5.630 2.429 0.581 0.07
H 6.872 1.455 1.142 0.09
H 2.874 -0.039 -3.225 0.02
H 2.322 -1.390 -2.460 0.07
C 4.078 3.823 3.266 -0.06
C 5.184 4.783 3.674 -0.44
C 4.899 5.494 5.027 -0.18
O 3.716 6.309 5.066 -0.18
C 3.845 7.555 4.397 -0.10
N 6.468 4.132 3.759 0.06
H 4.043 2.914 3.866 0.05
H 4.255 3.362 2.294 0.05
H 3.068 4.034 3.618 0.08
H 5.032 5.511 2.877 0.11
H 5.756 6.094 5.333 0.11
H 4.949 4.740 5.812 0.13
H 4.800 7.761 3.914 0.09
H 3.676 8.290 5.185 0.08
H 2.980 7.723 3.756 0.07
H 7.170 4.796 4.054 0.07
H 6.730 3.894 2.813 0.07
C -10.503 2.022 -0.143 -0.03
C -8.961 1.993 -0.412 -0.45
C -8.360 0.709 0.033 -0.21
O -6.982 0.925 0.154 -0.22
C -6.213 0.085 0.987 -0.08
N -8.838 2.122 -1.800 0.05
H -11.104 2.783 -0.642 0.08
H -10.591 1.857 0.931 0.07
H -10.873 1.052 -0.475 0.07
H -8.316 2.759 0.018 0.12
H -8.492 -0.139 -0.638 0.13
H -8.660 0.344 1.015 0.13
H -6.218 -0.974 0.726 0.08
H -6.618 0.262 1.984 0.09
H -5.161 0.363 0.926 0.06
H -9.168 3.010 -2.149 0.09
H -7.860 2.061 -2.043 0.04
C -3.246 -2.289 6.263 -0.08
C -4.026 -2.436 5.039 -0.50
C -4.874 -3.718 4.946 -0.12
O -5.741 -3.699 3.744 -0.21
C -4.949 -3.924 2.602 -0.12
N -4.784 -1.234 4.961 0.05
H -2.330 -1.725 6.089 0.08
H -2.748 -3.223 6.522 0.07
H -3.754 -1.965 7.171 0.09
H -3.317 -2.359 4.215 0.12
H -5.615 -3.844 5.735 0.13
H -4.236 -4.578 4.742 0.11
H -4.812 -5.004 2.551 0.09
H -4.059 -3.294 2.597 0.06
H -5.576 -3.676 1.746 0.09
H -5.424 -1.262 4.181 0.06
H -5.397 -1.219 5.764 0.08
C -0.490 5.021 4.521 -0.06
C -1.733 5.236 5.308 -0.45
C -2.010 4.247 6.416 -0.22
O -1.619 2.966 6.075 -0.17
C -1.995 1.986 6.883 -0.16
N -1.807 6.610 5.837 0.05
H -0.328 4.114 3.939 0.07
H 0.270 4.875 5.289 0.09
H -0.211 5.859 3.883 0.06
H -2.580 5.103 4.636 0.13
H -3.085 4.319 6.583 0.13
H -1.536 4.536 7.354 0.13
H -1.388 1.174 6.483 0.09
H -3.048 1.711 6.930 0.09
H -1.627 2.156 7.895 0.09
H -2.279 7.120 5.105 0.07
H -2.468 6.637 6.601 0.06
C -6.921 5.694 -6.837 -0.05
C -5.699 5.831 -7.708 -0.41
C -4.521 4.912 -7.346 -0.19
O -4.191 5.173 -5.994 -0.20
C -3.128 4.478 -5.467 -0.14
N -5.930 5.478 -9.150 0.03
H -6.783 6.182 -5.873 0.07
H -6.983 4.626 -6.627 0.08
H -7.847 6.072 -7.272 0.08
H -5.420 6.874 -7.552 0.13
H -3.595 5.161 -7.864 0.12
H -4.781 3.871 -7.538 0.12
H -2.994 4.791 -4.431 0.09
H -2.282 4.830 -6.056 0.09
H -3.167 3.389 -5.437 0.06
H -6.743 5.955 -9.513 0.06
H -5.203 5.827 -9.758 0.06
C 2.572 -3.234 7.799 -0.05
C 2.189 -2.158 6.709 -0.41
C 3.282 -1.925 5.611 -0.19
O 2.921 -1.011 4.590 -0.22
C 2.877 0.396 4.928 -0.06
N 0.816 -2.339 6.226 0.06
H 2.834 -4.208 7.385 0.06
H 1.714 -3.566 8.383 0.07
H 3.438 -2.954 8.399 0.07
H 2.085 -1.210 7.236 0.12
H 3.474 -2.952 5.301 0.12
H 4.176 -1.628 6.161 0.12
H 3.583 0.655 5.717 0.09
H 1.825 0.568 5.157 0.09
H 3.245 0.924 4.048 0.07
H 0.934 -1.796 5.383 0.04
H 0.601 -3.287 5.950 0.00